An isolated ion of composition C7H16ClN2 and charge +1. Source: OMol25; level of theory: ωB97M-V/def2-TZVPD.

Geometry as XYZ:
```
26
Properties=species:S:1:pos:R:3:forces:R:3
Cl -3.09254 0.46007 3.49787 -0.008 0.031 0.011
C -2.01313 -0.05338 2.18270 -0.039 -0.038 -0.093
C -0.63850 0.58154 2.32518 0.064 0.144 -0.004
C 0.45333 -0.07049 1.45869 0.006 -0.074 0.002
C 0.76515 0.66821 0.15935 0.022 0.133 -0.038
C 1.80484 -0.08601 -0.67317 0.056 0.010 -0.051
N 1.14803 -1.19762 -1.44953 0.013 -0.054 0.030
C 0.04013 -0.71403 -2.38314 0.001 -0.042 -0.019
C -0.31332 0.73238 -2.05151 0.046 0.086 0.070
N -0.44014 0.95229 -0.62526 -0.013 -0.258 -0.007
H -1.95127 -1.14044 2.22141 -0.008 0.003 0.049
H -2.51775 0.23346 1.25949 0.017 -0.037 0.005
H -0.70663 1.64727 2.09209 0.006 -0.019 0.071
H -0.34801 0.51061 3.37217 0.003 -0.041 0.006
H 0.18248 -1.11811 1.25244 -0.041 0.040 -0.009
H 1.38015 -0.11179 2.03399 0.004 -0.019 -0.009
H 1.24892 1.61576 0.42624 -0.052 0.000 0.002
H 2.29444 0.54978 -1.40834 -0.028 0.003 0.026
H 2.56818 -0.52986 -0.03662 0.021 -0.026 -0.023
H 0.76887 -1.87886 -0.79018 -0.017 0.077 -0.017
H 1.85444 -1.69519 -1.99173 -0.022 0.005 0.060
H -0.81058 -1.37038 -2.21174 -0.007 -0.003 -0.038
H 0.38879 -0.84813 -3.40597 0.002 0.032 0.019
H 0.43427 1.41535 -2.46055 -0.038 -0.012 -0.001
H -1.25298 0.97506 -2.54500 -0.001 0.003 -0.011
H -1.24716 0.47253 -0.24885 0.010 0.056 -0.031
```
Positions in Å, forces in eV/Å.

Output
- Charge: +1
- HOMO-LUMO gap: 9.75 eV
- Strongest force on any atom: 0.26 eV/A
- M: 163.7 Da
- ΔE to the lowest compared entry with this formula, charge and spin: 0.0 kcal per mole

***

One molecule with the formula C6H9Cl3O3 in a non-equilibrium geometry. Source: OMol25; level of theory: ωB97M-V/def2-TZVPD.

Geometry as XYZ:
```
21
Properties=species:S:1:pos:R:3:forces:R:3
C 0.50348 1.44408 -0.56612 3.633 -1.153 -1.938
C 1.31622 0.06685 -0.71942 -5.755 -1.470 -0.299
C -0.85445 1.45215 -1.19728 1.148 -0.778 0.422
C 0.86609 -0.86685 0.45576 -2.416 -1.741 0.113
C -0.58972 -1.37007 0.41173 -2.277 0.156 -0.263
C -1.81241 0.89902 -0.15917 0.500 -0.815 -0.754
O 1.71519 -1.97887 0.48652 2.540 2.499 -1.470
O 0.87408 -0.27670 1.73661 -1.219 0.721 -0.868
O -1.27460 -1.84692 1.57221 2.072 1.292 -2.461
Cl -0.96583 -2.36747 -0.93704 -0.069 0.093 -0.026
Cl -3.33408 0.50247 -0.82960 -0.534 -0.367 0.024
Cl -1.94611 1.78708 1.35662 0.133 -0.308 -0.507
H 0.45938 1.68248 0.45443 -0.099 0.253 1.407
H 1.25639 2.15336 -0.98125 -1.030 0.072 -0.124
H 1.05934 -0.50369 -1.74100 0.838 1.382 2.285
H 2.30501 0.10683 -0.50956 3.351 0.715 -0.077
H -1.06149 2.43253 -1.48402 -0.926 2.168 0.177
H -0.78947 1.04461 -2.22214 -0.596 -1.066 0.786
H 1.44854 -2.81188 0.77145 -1.596 -1.842 0.982
H 1.76706 -0.38634 1.94101 2.426 0.050 1.395
H -0.94263 -1.16269 2.16023 -0.125 0.138 1.196
```
Positions in Å, forces in eV/Å.

Output
- HOMO-LUMO gap (spin up / spin down): 7.80 / 8.52 eV
- Strongest force on any atom: 5.95 eV/A
- M: 235.5 Da
- ΔE to the lowest compared entry with this formula, charge and spin: 77.5 kcal per mole

***

BrHNO3S as an isolated structure in a non-equilibrium geometry. Source: OMol25; level of theory: ωB97M-V/def2-TZVPD.

Geometry as XYZ:
```
7
Properties=species:S:1:pos:R:3:forces:R:3
N 0.18148 1.21344 0.15052 -0.345 -2.611 1.858
O -0.67102 -0.82821 1.21291 8.518 -12.884 4.537
O 1.69107 -0.79496 0.25058 -1.489 -1.226 0.651
O -0.34625 -0.92734 -1.19354 0.488 -0.701 0.963
S 0.29026 -0.45788 0.03310 3.387 3.494 -4.189
Br -0.05704 1.97762 -1.45749 -0.224 0.928 -1.563
H -1.08849 -0.18267 1.00392 -10.334 13.001 -2.256
```
Positions in Å, forces in eV/Å.

Output
- Charge: -1
- HOMO-LUMO gap: 7.23 eV
- Strongest force on any atom: 16.76 eV/A
- M: 175.0 Da
- ΔE to the lowest compared entry with this formula, charge and spin: 60.9 kcal per mole

***

C30H31LuN6O4P2 as an isolated structure in a non-equilibrium geometry. Source: OMol25; level of theory: ωB97M-V/def2-TZVPD.

Geometry as XYZ:
```
74
Properties=species:S:1:pos:R:3:forces:R:3
Lu -0.17899 0.18870 -0.23686 0.601 0.207 -0.757
O 3.03475 0.11970 -3.36749 -0.264 0.002 0.075
C 2.27359 0.11513 -2.30684 0.356 -0.008 0.067
O 1.04489 0.16370 -2.33705 -0.192 0.063 0.210
C 2.99913 0.03884 -1.00431 -0.133 0.013 -0.177
C 4.35748 -0.05488 -0.81318 0.146 -0.012 0.079
C 4.81204 -0.13762 0.50801 0.035 0.003 -0.046
C 3.90979 -0.13330 1.55894 0.064 0.000 -0.002
C 2.55586 -0.03753 1.26262 0.210 -0.014 -0.102
N 2.13606 0.05341 0.00998 -0.056 -0.022 0.159
C 1.44960 -0.05250 2.29788 -0.643 -0.007 -0.150
O 1.69468 -0.12639 3.46305 -0.011 0.002 0.102
O 0.24408 0.00809 1.72444 0.701 -0.082 0.912
H 2.48202 0.17378 -4.16633 0.085 0.001 -0.094
H 5.04171 -0.06681 -1.64999 -0.007 -0.001 0.006
H 5.87343 -0.21186 0.70383 -0.004 0.001 0.001
H 4.22042 -0.20443 2.59244 0.009 -0.003 -0.002
N -2.79221 2.32567 0.19735 -0.101 -0.015 0.011
P -2.89088 0.76288 -0.48513 -0.106 0.201 0.056
C -3.41501 0.93890 -2.18887 -0.135 0.071 -0.147
C -2.54745 0.52002 -3.19521 0.017 -0.054 -0.090
C -2.88461 0.68130 -4.53283 -0.032 0.007 0.057
C -4.09252 1.27361 -4.86438 -0.028 0.021 0.003
C -4.96491 1.70176 -3.86691 0.013 -0.014 -0.005
C -4.63218 1.53343 -2.53461 -0.005 -0.004 -0.037
C -4.25871 0.03804 0.43065 -0.028 -0.057 -0.004
C -5.12548 -0.85641 -0.19996 -0.038 -0.017 0.028
C -6.09905 -1.51194 0.54052 0.037 0.020 -0.006
C -6.21020 -1.27905 1.90476 -0.005 -0.007 0.008
C -5.34532 -0.39447 2.53549 0.033 0.007 -0.029
C -4.36402 0.25864 1.80442 -0.009 -0.034 0.061
C -1.63803 3.06845 0.34480 -0.064 -0.021 -0.056
C -1.71421 4.37813 0.83488 -0.036 -0.027 -0.038
C -0.55965 5.10014 0.97650 0.089 0.107 0.031
C 0.67130 4.52494 0.63493 -0.035 0.078 0.060
C 0.66623 3.24126 0.17873 -0.160 -0.122 -0.129
N -0.46653 2.50437 0.02096 -0.056 0.095 -0.001
H -3.65268 2.81080 0.41338 0.021 0.039 0.007
H -1.59813 0.04769 -2.95593 0.015 0.000 0.053
H -2.21162 0.34570 -5.31001 0.003 -0.002 0.004
H -4.36115 1.40291 -5.90456 -0.002 0.001 0.013
H -5.90664 2.16242 -4.13380 0.008 -0.007 0.003
H -5.32518 1.85725 -1.76637 0.017 -0.013 0.017
H -5.05206 -1.04185 -1.26437 0.015 0.038 -0.034
H -6.77494 -2.20031 0.05040 0.003 0.016 0.001
H -6.97356 -1.78801 2.47830 0.011 0.006 -0.007
H -5.42924 -0.21521 3.59881 -0.009 -0.003 -0.004
H -3.68125 0.93073 2.31119 -0.005 -0.001 -0.023
H -2.67679 4.79920 1.09195 0.014 0.006 -0.003
H -0.60244 6.11406 1.35242 0.011 -0.011 -0.006
H 1.59936 5.06788 0.73128 -0.015 0.014 0.008
H 1.59402 2.75348 -0.09692 -0.001 -0.040 0.009
C -1.09200 -5.41779 -1.35826 0.012 0.002 0.024
N -2.13905 -4.44031 -1.66878 0.082 0.057 0.059
C -3.14049 -4.46530 -0.59829 -0.004 0.011 0.003
N -2.58185 -4.25045 0.73801 0.079 0.039 -0.044
C -1.53102 -5.24065 0.97624 0.024 -0.001 -0.008
N -0.47851 -5.22053 -0.04252 -0.022 0.038 -0.022
C 0.32861 -4.01659 0.02356 -0.046 0.095 -0.068
P -0.72450 -2.51491 -0.31256 -0.435 -0.229 -0.108
C -1.57910 -3.10742 -1.85368 -0.014 -0.177 0.083
C -2.08730 -2.89271 0.90679 0.114 -0.114 0.011
H -0.31956 -5.37931 -2.12765 -0.001 0.005 -0.010
H -1.54016 -6.41099 -1.37077 -0.013 -0.007 -0.009
H -3.62168 -5.44302 -0.61018 0.006 -0.022 -0.003
H -3.90021 -3.70650 -0.79603 0.010 0.014 -0.002
H -1.98690 -6.23047 0.96770 -0.009 -0.009 -0.001
H -1.08714 -5.07370 1.95820 -0.010 0.013 0.011
H 1.13757 -4.05733 -0.70796 0.007 -0.062 -0.019
H 0.77605 -3.91534 1.01391 0.005 -0.021 0.021
H -0.86187 -3.11684 -2.67786 -0.006 -0.035 -0.033
H -2.37239 -2.40468 -2.12232 -0.040 0.004 0.016
H -2.90406 -2.18043 0.78796 -0.033 -0.001 -0.031
H -1.67918 -2.76058 1.91132 -0.036 -0.019 0.040
```
Positions in Å, forces in eV/Å.

Output
- Charge: +2
- HOMO-LUMO gap: 6.69 eV
- Strongest force on any atom: 1.15 eV/A
- M: 776.5 Da
- ΔE to the lowest compared entry with this formula, charge and spin: 0.0 kcal per mole

***

One molecule with the formula C3H3N3O in a non-equilibrium geometry. Source: OMol25; level of theory: ωB97M-V/def2-TZVPD.

Geometry as XYZ:
```
10
Properties=species:S:1:pos:R:3:forces:R:3
O 2.23676 -1.08552 0.17794 -0.085 0.388 -0.044
C 1.11758 -0.64295 0.15134 -0.193 0.038 0.108
N 0.82524 0.70186 0.40217 -0.153 -0.189 -0.047
N -0.36726 1.24047 -0.15556 -0.632 -0.714 0.367
C -1.37296 0.50595 -0.59729 0.050 -0.291 -0.081
C -1.11592 -0.92706 -0.37677 0.151 -0.353 -0.265
N -0.01564 -1.46884 -0.00790 -0.224 0.138 0.087
H 1.64667 1.30275 0.46064 -0.510 0.031 -0.185
H -0.94109 1.91464 0.34986 1.392 1.198 0.233
H -2.01337 -1.54131 -0.40442 0.203 -0.247 -0.173
```
Positions in Å, forces in eV/Å.

Output
- HOMO-LUMO gap: 8.21 eV
- Strongest force on any atom: 1.85 eV/A
- M: 97.1 Da
- ΔE to the lowest compared entry with this formula, charge and spin: 89.1 kcal per mole

***

C31H48O2P2Tl as an isolated structure in a non-equilibrium geometry. Source: OMol25; level of theory: ωB97M-V/def2-TZVPD.

Geometry as XYZ:
```
84
Properties=species:S:1:pos:R:3:forces:R:3
Tl 3.11631 -1.03486 -1.35043 -0.226 -0.377 0.460
C -1.69985 -0.70367 0.03323 -0.120 0.377 0.059
C -1.90195 0.70331 -0.06102 -0.154 -0.398 0.451
C -1.26257 -0.06821 -2.13643 -0.113 0.436 0.061
C -1.37680 -1.18393 -1.25979 -0.042 -0.302 0.393
C -1.61144 1.10488 -1.39751 0.019 -0.120 -0.351
C -1.83591 -1.53607 1.24002 -0.297 -0.186 0.370
H -2.33479 -0.99638 2.05541 0.267 -0.187 -0.230
H -0.84468 -1.86798 1.60055 -0.326 0.078 -0.151
H -2.43322 -2.43549 1.01708 0.313 0.181 0.090
C -1.21030 -2.61183 -1.55307 -0.064 -0.331 -0.453
H -0.26425 -2.96306 -1.10802 -0.097 0.122 -0.203
H -1.14756 -2.83703 -2.62254 -0.086 0.142 0.164
H -2.01655 -3.21763 -1.10418 0.224 0.330 -0.167
C -0.87735 -0.12271 -3.55875 0.175 0.154 -0.427
H -1.65640 -0.60863 -4.16869 0.205 0.093 0.171
H 0.05158 -0.69829 -3.70052 -0.294 0.120 0.023
H -0.72246 0.89197 -3.94732 -0.013 -0.386 -0.023
C -1.69653 2.49739 -1.88646 0.116 0.380 -0.270
H -2.73280 2.87530 -1.92138 0.241 -0.253 0.056
H -1.27221 2.59921 -2.89345 -0.141 0.038 0.305
H -1.14565 3.16330 -1.20552 -0.264 -0.162 -0.219
C -2.39313 1.55195 1.03890 -0.364 0.034 0.320
H -3.24638 2.18184 0.73866 0.340 -0.122 -0.099
H -1.59541 2.21481 1.40840 -0.193 -0.174 -0.197
H -2.72870 0.92028 1.86993 0.138 0.317 -0.136
C 0.91480 0.48469 2.88272 -0.224 -0.170 0.383
C -0.08558 1.06374 3.55850 0.653 -0.462 0.166
C -0.32031 2.52566 3.79565 -0.142 0.245 0.081
C 0.63112 3.51732 3.08172 -0.271 0.046 1.356
C 0.34893 3.68215 1.62651 0.445 0.038 -0.765
C 0.83109 2.96468 0.60488 -0.451 -0.304 -0.148
C 1.55710 1.63698 0.65350 0.483 0.228 -0.451
C 1.97595 1.14674 2.05022 0.848 0.107 -0.409
H -0.23471 2.66324 4.88904 -0.077 0.101 -0.371
H 1.65805 3.22913 3.34715 -0.519 0.421 -0.319
H -1.36036 2.77115 3.54038 0.047 0.066 0.152
H 2.39843 2.02280 2.54931 0.146 -0.618 -0.094
H 1.06511 -0.59387 3.02011 -0.294 0.323 -0.315
H -0.69786 0.39408 4.17825 0.068 0.277 -0.299
H 2.80929 0.43624 1.92728 -0.365 0.136 0.025
H 0.94042 0.87023 0.14871 -0.029 0.165 0.165
H 0.61956 3.30430 -0.42206 0.018 -0.114 0.563
H 2.45306 1.74488 -0.00985 -0.466 -0.169 0.484
H 0.49317 4.50533 3.55044 -0.063 -0.321 -0.104
H -0.32403 4.51383 1.39068 0.394 -0.063 -0.051
P 5.15809 2.41022 -0.90498 0.657 1.052 0.640
P 4.88735 3.58072 -3.67313 0.765 1.183 -0.771
C 6.40916 3.77485 -1.34009 -0.080 -0.105 -0.114
C 6.49964 4.03815 -2.83506 -0.068 -0.375 -0.319
H 7.38558 3.49176 -0.92012 -0.262 0.151 -0.074
H 6.09264 4.69899 -0.83226 0.094 -0.425 -0.177
H 6.71403 5.10101 -3.02859 0.045 -0.368 -0.099
H 7.29670 3.43143 -3.28791 -0.168 0.159 0.008
C 5.41056 4.15469 -5.35438 -0.147 -0.089 -0.140
H 4.52810 4.16618 -6.00491 0.225 0.012 -0.014
H 6.14097 3.45022 -5.76971 -0.160 0.137 0.017
H 5.85469 5.15990 -5.33551 -0.112 -0.233 0.009
C 3.99810 5.14659 -3.21358 -0.264 -0.220 0.007
H 4.66059 6.01822 -3.31249 -0.177 -0.224 0.050
H 3.60726 5.09140 -2.19040 0.039 0.080 -0.150
H 3.15160 5.26706 -3.90160 0.094 0.044 0.213
C 6.40500 1.21112 -0.27142 -0.073 -0.130 0.169
H 5.91431 0.45269 0.35244 0.216 0.057 -0.087
H 7.17909 1.73357 0.30704 -0.197 -0.283 -0.031
H 6.87695 0.71659 -1.13280 -0.111 0.073 0.255
C 4.66189 3.34330 0.61433 -0.333 -0.291 0.507
H 4.56595 4.40858 0.36241 -0.058 -0.393 0.089
H 5.43251 3.23167 1.38688 -0.194 0.141 -0.007
H 3.69281 3.01121 1.00021 0.323 0.065 0.134
O 2.19362 -1.90170 0.97184 -0.258 -0.783 -1.015
C 1.69214 -2.95170 0.44079 0.547 0.595 -0.573
O 1.71656 -3.19266 -0.81833 0.017 0.610 1.058
C 1.03386 -3.92777 1.36609 -0.175 -0.397 0.436
C -0.19586 -4.53785 1.07871 0.212 -0.106 0.236
C -0.82859 -5.33403 2.03776 0.304 -0.039 0.015
C -0.21827 -5.56540 3.27783 0.294 0.042 -0.377
C 1.05062 -5.02064 3.53559 -0.265 -0.235 -0.272
C 1.66733 -4.20976 2.58382 -0.240 0.083 0.119
H -0.66175 -4.41012 0.10416 0.198 -0.097 0.361
H -1.77275 -5.81943 1.77901 0.260 0.184 0.210
H -0.69390 -6.23207 3.99880 0.134 0.284 -0.147
H 1.57854 -5.26754 4.45727 -0.214 0.125 -0.206
H 2.65665 -3.79333 2.77319 -0.308 -0.017 -0.005
```
Positions in Å, forces in eV/Å.

Output
- Charge: +1
- HOMO-LUMO gap (spin up / spin down): 4.44 / 4.39 eV
- Strongest force on any atom: 1.61 eV/A
- M: 719.1 Da
- ΔE to the lowest compared entry with this formula, charge and spin: 0.0 kcal per mole